(1)
{"formula": "C5H13NP", "method": "wB97M-V/def2-TZVPD", "charge": 1, "multiplicity": 1, "e_tot_ha": -594.00833, "elements": ["P", "N", "C", "C", "C", "C", "C", "H", "H", "H", "H", "H", "H", "H", "H", "H", "H", "H", "H", "H"], "positions_angstrom": [[0.726, -0.095, 0.079], [-1.676, 0.011, 0.702], [-2.665, 0.793, -0.045], [-2.720, -0.644, 0.008], [1.227, 1.674, 0.349], [1.279, -0.684, -1.541], [1.678, -1.021, 1.267], [2.313, 1.830, -0.037], [1.493, -0.445, 2.201], [1.177, 1.940, 1.417], [0.781, 2.472, -0.318], [-3.314, -1.325, 0.744], [0.806, -0.334, -2.493], [-2.600, -1.090, -0.985], [1.484, -2.093, 1.589], [-3.413, 1.510, 0.466], [2.750, -1.038, 0.854], [-2.590, 1.049, -1.098], [2.334, -0.765, -1.444], [0.931, -1.745, -1.714]]}


(2)
{"formula": "C7H7N2", "method": "wB97M-V/def2-TZVPD", "charge": 1, "multiplicity": 1, "e_tot_ha": -379.96082, "elements": ["N", "N", "C", "C", "C", "C", "C", "C", "C", "H", "H", "H", "H", "H", "H", "H"], "positions_angstrom": [[-2.005, 1.569, -0.065], [-2.608, -0.914, 0.153], [-0.781, 1.303, -0.600], [-1.353, -1.080, -0.055], [1.097, -1.222, -0.079], [-2.079, 0.328, -0.045], [-0.187, -1.788, -0.134], [0.347, 1.163, 0.420], [1.480, 0.236, 0.049], [-0.559, 1.559, -1.625], [-0.213, -2.879, 0.004], [2.026, -1.896, -0.162], [0.006, 0.817, 1.388], [0.634, 2.169, 0.475], [2.073, 0.444, -0.719], [2.121, 0.191, 0.994]]}


(3)
{"formula": "C7H9IO", "method": "wB97M-V/def2-TZVPD", "charge": 0, "multiplicity": 1, "e_tot_ha": -644.99406, "smiles": "O=C[C@]1(I)CC=CCC1", "elements": ["I", "O", "C", "C", "C", "C", "C", "C", "C", "H", "H", "H", "H", "H", "H", "H", "H", "H"], "positions_angstrom": [[-2.253, 2.119, -0.803], [0.514, 2.533, 1.189], [1.453, -0.299, -0.567], [-0.302, -1.611, 0.581], [-1.279, -0.532, 0.289], [-0.708, 0.829, -0.102], [-0.185, 1.554, 1.160], [0.912, -1.536, 0.127], [0.422, 0.604, -1.108], [0.613, 1.729, -1.405], [-0.630, -2.554, 1.149], [2.148, -0.666, -1.417], [2.279, 0.066, 0.172], [-0.054, 0.186, -2.163], [-0.717, 1.113, 2.025], [-1.827, -0.920, -0.484], [1.695, -2.304, 0.336], [-2.081, -0.311, 1.021]]}